Record 1
# C6H12O

One molecule with the formula C6H12O at a distorted geometry (ωB97M-V/def2-TZVPD, the Open Molecules 2025 dataset).

Geometry as ORCA input:
```
! RIJCOSX wB97M-V def2-TZVPD def2/J DEFGRID3
* xyz 0 1
C -0.6348 -0.7389 -1.5801
C -1.1533 -0.7593 -0.1872
O -2.4685 -0.6723 0.0375
C -0.2855 -1.0315 0.9261
C 0.0160 0.4552 1.2355
C 0.6541 1.3768 0.1993
C 2.0560 0.8071 0.2200
H -0.5848 -1.7722 -1.9551
H 0.3904 -0.3446 -1.6060
H -1.2662 -0.1570 -2.2627
H -2.9121 -0.3010 -0.7386
H -0.7944 -1.4860 1.7778
H 0.6257 -1.5817 0.6682
H -0.7712 0.8965 1.8567
H 1.2326 0.3982 1.6284
H 0.6706 2.3716 0.6590
H 0.1087 1.4999 -0.7556
H 2.8769 1.4526 -0.1088
H 2.1443 -0.1935 -0.2218
*
```

Calculated values
* relative energy (zero: lowest compared OMol25 entry of this formula, charge and spin): 133.1 kcal/mol
* maximum force: 2.2 eV Å⁻¹

Record 2
# C6H12O

A 2-piece molecular cluster, C6H12O overall (ωB97M-V/def2-TZVPD, the Open Molecules 2025 dataset).

Geometry as ORCA input:
```
! RIJCOSX wB97M-V def2-TZVPD def2/J DEFGRID3
* xyz 0 1
C -0.6733 1.7869 1.2308
C 0.1357 0.6992 0.5659
C 1.5544 0.7238 0.6930
C -0.4960 -0.6664 0.6082
O -1.6776 -0.9447 -0.1106
C -0.4991 -1.6821 -0.4467
C 0.0737 -1.5093 -1.8294
H -0.2288 2.7682 1.0458
H -1.7064 1.7803 0.8737
H -0.6455 1.5969 2.3109
H -0.3400 1.1134 -0.9136
H 2.1335 -0.1650 0.4692
H 2.0545 1.6213 1.0372
H 0.7080 1.0367 -0.5224
H -0.4987 -1.0101 1.6480
H -0.5340 -2.7189 -0.1037
H 0.0309 -0.4674 -2.1554
H -0.5042 -2.1078 -2.5409
H 1.1130 -1.8551 -1.8599
*
```

Calculated values
* relative energy (zero: lowest compared OMol25 entry of this formula, charge and spin): 143.4 kcal/mol
* maximum force: 0.4 eV Å⁻¹

Record 3
# C6H12O

C6H12O as an isolated structure at a distorted geometry (ωB97M-V/def2-TZVPD, the Open Molecules 2025 dataset).

Geometry as ORCA input:
```
! RIJCOSX wB97M-V def2-TZVPD def2/J DEFGRID3
* xyz 0 1
C 2.6489 0.0569 -0.1162
C 1.1818 -0.3014 0.2056
O 0.8552 -0.5296 1.5387
C 0.2269 0.8435 -0.0440
C -0.8568 0.9075 -0.9855
C -1.3999 0.3357 0.3303
C -2.0454 -1.0543 0.1565
H 2.7930 0.2535 -1.1912
H 3.3005 -0.7803 0.1524
H 2.9890 0.9329 0.4456
H 0.9164 -1.1456 -0.4671
H -0.3347 -0.0930 1.3186
H 0.5125 1.7273 0.5334
H -0.8421 0.1572 -1.7664
H -1.2452 1.8768 -1.2581
H -2.0508 1.0456 0.8499
H -1.3135 -1.7899 -0.1870
H -2.8479 -0.9999 -0.5967
H -2.4879 -1.4427 1.0813
*
```

Calculated values
* relative energy (zero: lowest compared OMol25 entry of this formula, charge and spin): 81.4 kcal/mol
* maximum force: 3.4 eV Å⁻¹

Record 4
# C6H12O

One molecule with the formula C6H12O (ωB97M-V/def2-TZVPD, the Open Molecules 2025 dataset).

Geometry as ORCA input:
```
! RIJCOSX wB97M-V def2-TZVPD def2/J DEFGRID3
* xyz 0 1
C -2.3700 0.4473 -0.1328
C -1.3680 -0.4197 0.3850
C -0.5024 -1.2640 -0.5231
O 0.7597 -1.4914 0.0228
C 1.3833 -0.2395 0.3814
C 1.9708 0.4444 -0.8506
C 0.3679 0.6146 1.1008
H -2.3649 0.7157 -1.1839
H -1.0906 0.8309 0.4407
H -3.1765 0.7878 0.5044
H -1.5387 -0.8344 1.3747
H -0.9908 -2.2375 -0.6337
H -0.4552 -0.7974 -1.5203
H 2.2048 -0.5493 1.0385
H 2.5953 -0.2573 -1.4111
H 2.5887 1.2976 -0.5485
H 1.1862 0.8195 -1.5203
H 0.4821 1.6881 0.8973
H 0.3183 0.4447 2.1787
*
```

Calculated values
* relative energy (zero: lowest compared OMol25 entry of this formula, charge and spin): 119.5 kcal/mol
* maximum force: 0.3 eV Å⁻¹